*P*
{
  "formula": "C30H80O10",
  "method": "wB97M-V/def2-TZVPD",
  "species": ["O", "O", "O", "O", "O", "O", "O", "O", "O", "O", "C", "C", "C", "C", "C", "C", "C", "C", "C", "C", "C", "C", "C", "C", "C", "C", "C", "C", "C", "C", "C", "C", "C", "C", "C", "C", "C", "C", "C", "C", "H", "H", "H", "H", "H", "H", "H", "H", "H", "H", "H", "H", "H", "H", "H", "H", "H", "H", "H", "H", "H", "H", "H", "H", "H", "H", "H", "H", "H", "H", "H", "H", "H", "H", "H", "H", "H", "H", "H", "H", "H", "H", "H", "H", "H", "H", "H", "H", "H", "H", "H", "H", "H", "H", "H", "H", "H", "H", "H", "H", "H", "H", "H", "H", "H", "H", "H", "H", "H", "H", "H", "H", "H", "H", "H", "H", "H", "H", "H", "H"],
  "coordinates": [[-25.608, -35.375, -35.238], [-28.238, -35.240, -30.097], [-30.789, -38.950, -29.541], [-31.908, -42.364, -38.118], [-28.291, -43.670, -33.257], [-30.984, -39.941, -32.145], [-33.202, -35.425, -36.355], [-32.660, -42.067, -32.643], [-36.361, -39.783, -34.707], [-33.386, -32.004, -33.759], [-30.450, -39.218, -34.418], [-32.129, -40.004, -37.602], [-31.246, -37.538, -32.614], [-25.028, -37.170, -36.497], [-27.491, -43.350, -31.038], [-36.300, -37.456, -34.639], [-34.169, -38.709, -35.211], [-26.225, -36.469, -35.964], [-33.069, -33.411, -31.848], [-30.966, -41.282, -29.427], [-32.487, -43.152, -33.614], [-31.793, -35.731, -38.283], [-27.083, -35.944, -30.124], [-30.348, -38.835, -32.839], [-26.777, -42.077, -33.147], [-27.930, -42.653, -32.372], [-31.108, -36.442, -36.017], [-32.795, -33.164, -33.304], [-26.603, -36.168, -28.841], [-29.437, -40.065, -27.791], [-35.461, -38.726, -34.412], [-27.448, -37.270, -30.856], [-30.820, -40.011, -28.476], [-31.160, -41.572, -35.944], [-31.865, -35.432, -36.739], [-32.146, -41.370, -37.061], [-33.498, -42.906, -34.654], [-27.181, -37.163, -35.021], [-32.485, -44.495, -33.048], [-33.039, -34.287, -34.301], [-35.878, -36.459, -34.538], [-31.427, -39.205, -34.801], [-28.345, -37.602, -30.396], [-34.237, -38.769, -36.337], [-30.037, -41.424, -36.192], [-33.521, -39.650, -34.975], [-32.245, -36.708, -38.628], [-33.506, -34.565, -36.425], [-29.001, -42.136, -32.138], [-29.150, -39.064, -27.203], [-26.005, -42.756, -33.444], [-26.649, -44.111, -31.067], [-29.335, -40.782, -27.168], [-29.306, -38.833, -32.604], [-26.324, -41.146, -32.703], [-31.150, -37.267, -36.520], [-31.170, -42.156, -28.743], [-31.721, -32.729, -33.374], [-34.427, -43.105, -34.204], [-28.642, -43.150, -34.041], [-27.326, -41.885, -34.289], [-30.973, -39.803, -31.232], [-31.591, -44.650, -32.339], [-31.386, -36.462, -35.149], [-32.387, -39.232, -36.936], [-24.639, -37.554, -35.609], [-26.378, -35.608, -30.885], [-29.592, -39.952, -34.667], [-34.200, -33.610, -31.637], [-32.319, -45.368, -33.653], [-27.190, -38.126, -35.276], [-31.186, -36.622, -33.368], [-26.269, -34.751, -35.006], [-27.192, -42.534, -30.244], [-24.668, -36.440, -37.184], [-30.115, -38.321, -34.908], [-33.540, -37.930, -35.222], [-32.204, -37.810, -32.618], [-31.153, -42.655, -35.689], [-31.446, -34.463, -36.747], [-32.635, -34.313, -31.402], [-26.696, -38.103, -31.001], [-30.919, -37.088, -31.742], [-31.301, -41.066, -35.102], [-35.144, -38.682, -33.353], [-31.504, -43.099, -34.145], [-34.136, -34.426, -34.566], [-33.442, -43.783, -35.412], [-32.454, -33.902, -35.317], [-32.719, -39.859, -38.572], [-33.360, -44.564, -32.562], [-29.914, -41.428, -29.960], [-28.564, -40.280, -28.374], [-27.969, -34.223, -30.170], [-32.056, -41.339, -32.498], [-37.175, -39.798, -34.197], [-25.582, -37.981, -36.921], [-32.602, -42.824, -38.507], [-32.704, -32.709, -31.150], [-30.357, -38.242, -29.256], [-26.864, -37.176, -33.944], [-28.215, -36.814, -34.912], [-27.360, -36.524, -28.230], [-37.313, -37.419, -34.063], [-26.727, -35.962, -36.829], [-25.778, -36.965, -28.834], [-31.676, -41.237, -30.265], [-32.836, -35.355, -33.828], [-28.487, -43.761, -30.690], [-30.786, -36.119, -38.535], [-33.052, -41.704, -36.690], [-33.002, -31.589, -34.550], [-31.878, -34.893, -38.868], [-31.709, -39.893, -27.958], [-27.543, -37.140, -32.015], [-31.102, -39.724, -37.892], [-33.571, -41.884, -35.315], [-26.078, -35.257, -28.599], [-29.984, -36.065, -35.833], [-36.455, -37.373, -35.721]],
  "gap_ev": 9.7,
  "charge": 0
}

---

*Q*
{
  "formula": "C30H80O10",
  "method": "wB97M-V/def2-TZVPD",
  "species": ["O", "O", "O", "O", "O", "O", "O", "O", "O", "O", "C", "C", "C", "C", "C", "C", "C", "C", "C", "C", "C", "C", "C", "C", "C", "C", "C", "C", "C", "C", "C", "C", "C", "C", "C", "C", "C", "C", "C", "C", "H", "H", "H", "H", "H", "H", "H", "H", "H", "H", "H", "H", "H", "H", "H", "H", "H", "H", "H", "H", "H", "H", "H", "H", "H", "H", "H", "H", "H", "H", "H", "H", "H", "H", "H", "H", "H", "H", "H", "H", "H", "H", "H", "H", "H", "H", "H", "H", "H", "H", "H", "H", "H", "H", "H", "H", "H", "H", "H", "H", "H", "H", "H", "H", "H", "H", "H", "H", "H", "H", "H", "H", "H", "H", "H", "H", "H", "H", "H", "H"],
  "coordinates": [[5.341, 2.892, 2.987], [1.518, -3.908, 4.629], [-4.214, 3.231, 2.654], [3.320, -4.088, -3.291], [-2.566, 6.453, -2.150], [-0.948, 0.352, 0.916], [-2.477, -3.884, -5.302], [-5.941, -2.674, -1.857], [-0.264, 3.589, 4.168], [5.203, -2.718, -1.401], [-4.500, -1.443, -0.380], [0.358, -2.578, 3.124], [-0.902, 0.114, -1.434], [-2.503, 4.075, -2.744], [1.225, -1.600, 5.321], [7.399, -2.313, -2.197], [1.152, 3.366, 4.043], [-5.148, 1.053, 2.242], [1.587, 2.452, 5.159], [-1.447, -2.929, -5.014], [6.262, 0.662, 3.118], [1.451, 2.769, 2.678], [1.484, -2.531, 4.165], [-2.061, -1.705, -4.328], [-5.421, 2.544, 2.372], [-4.214, 5.659, -3.695], [2.082, -3.488, -2.867], [-5.910, -1.980, -0.601], [5.560, -0.602, -2.367], [2.078, -2.018, -3.250], [-0.093, 0.533, -0.221], [4.528, 1.308, 1.439], [-0.810, -2.542, -6.326], [1.929, -3.753, -1.389], [6.203, -1.661, -1.502], [-3.344, 5.303, -2.481], [-6.485, -2.847, 0.505], [5.751, 1.777, 2.185], [-6.520, 2.814, 3.386], [1.138, -0.332, 0.034], [0.026, -1.869, -6.130], [1.500, 2.953, 6.130], [2.040, -4.803, -1.120], [4.066, 2.011, 0.742], [-3.192, 7.181, -2.206], [6.573, 2.115, 1.553], [-4.180, 3.391, 3.603], [0.940, -3.508, -0.981], [-6.670, -2.195, 1.359], [4.710, -0.123, -1.876], [0.237, -1.667, 5.775], [-0.384, 0.368, -2.361], [0.952, 1.794, 2.713], [-1.172, -0.942, -1.394], [-1.574, -2.015, -6.906], [-2.802, -1.879, -3.542], [-0.052, -1.571, 3.011], [0.259, 1.569, -0.314], [-4.293, -1.177, 0.657], [-5.954, 0.456, 1.820], [-7.495, 2.471, 3.032], [1.543, 4.387, 4.131], [-4.771, 6.581, -3.499], [2.641, 2.165, 5.173], [-4.867, 0.759, 3.261], [5.532, 0.033, 3.623], [4.820, 0.463, 0.800], [7.112, -2.786, -3.130], [-1.858, 0.649, -1.403], [6.461, -1.261, -0.521], [5.402, -3.286, -0.649], [1.085, -1.570, -3.310], [-0.704, 3.469, 3.323], [1.839, -0.095, -0.764], [0.689, -2.943, 2.154], [-1.238, -1.097, -3.957], [2.059, -1.660, 6.020], [4.035, -3.649, -2.803], [0.828, -1.378, -0.005], [2.647, -3.131, -0.850], [-4.244, 0.849, 1.666], [1.492, -0.184, 1.053], [2.722, -1.421, -2.600], [-1.815, 0.719, 0.718], [0.988, 3.338, 1.863], [5.945, 3.006, 3.726], [2.497, 2.753, 2.382], [-7.429, -3.282, 0.182], [-5.013, 4.940, -3.906], [5.210, -0.985, -3.326], [-6.553, -1.090, -0.643], [-0.413, -3.232, 3.523], [2.554, -1.925, -4.230], [-6.604, 3.854, 3.699], [1.187, -0.583, 4.910], [-2.702, -1.205, -5.064], [-5.838, 2.913, 1.425], [-1.590, 4.439, -3.222], [6.984, -0.018, 2.653], [1.324, -4.006, -3.457], [8.217, -1.596, -2.335], [3.717, 0.912, 2.047], [-4.094, 5.044, -1.719], [-0.711, -3.351, -4.317], [-0.477, -3.352, -6.973], [-3.765, -2.194, -0.680], [6.266, 0.202, -2.592], [-6.371, 2.211, 4.293], [0.942, 1.575, 5.199], [-6.320, -2.088, -2.517], [6.871, 1.181, 3.868], [-3.038, 3.357, -3.363], [-5.797, -3.663, 0.730], [-4.304, -0.575, -1.012], [-3.632, 5.752, -4.614], [-3.014, -3.978, -4.509], [2.171, -4.017, 5.328], [-2.232, 3.531, -1.837], [7.826, -3.076, -1.540], [2.453, -2.318, 3.705]],
  "gap_ev": 10.2,
  "charge": 0
}

---

Referenced to the most stable arrangement, the calculated values in kJ/mol are *P* 1366.9; *Q* 0.0.

---

*P*
{
  "formula": "C3H4NS",
  "method": "wB97M-V/def2-TZVPD",
  "species": ["S", "N", "C", "C", "C", "H", "H", "H", "H"],
  "coordinates": [[-1.885, -1.203, -1.486], [0.352, 0.880, 0.691], [-0.771, 0.016, 0.581], [-1.162, -0.178, -0.669], [0.448, -0.489, -0.071], [0.675, 1.626, 0.050], [0.643, -0.390, -1.216], [1.062, -1.296, 0.447], [0.637, 1.035, 1.673]],
  "gap_ev": 8.5,
  "charge": 1
}

---

*Q*
{
  "formula": "C3H4NS",
  "method": "wB97M-V/def2-TZVPD",
  "species": ["S", "N", "C", "C", "C", "H", "H", "H", "H"],
  "coordinates": [[-2.417, -0.518, -0.128], [0.065, 0.985, -0.302], [-0.784, -0.868, 0.164], [-1.080, 1.506, 0.113], [-2.281, 1.172, 0.227], [0.369, 1.248, -1.248], [0.859, 1.007, 0.343], [-0.458, -1.825, -0.234], [-0.352, -0.636, 1.122]],
  "gap_ev": 8.2,
  "charge": 1
}

---

*R*
{
  "formula": "C3H4NS",
  "method": "wB97M-V/def2-TZVPD",
  "species": ["S", "N", "C", "C", "C", "H", "H", "H", "H"],
  "coordinates": [[-1.953, -0.241, -0.051], [0.868, -0.131, -0.007], [0.754, -1.456, 0.235], [-1.465, -1.751, 0.165], [-0.285, 0.781, 0.080], [-0.058, 1.592, -0.659], [0.846, -0.242, -1.101], [1.876, 0.146, 0.315], [-0.584, 1.302, 1.023]],
  "gap_ev": 7.4,
  "charge": 1
}

---

*S*
{
  "formula": "C3H4NS",
  "method": "wB97M-V/def2-TZVPD",
  "species": ["S", "N", "C", "C", "C", "H", "H", "H", "H"],
  "coordinates": [[0.012, -1.737, 2.098], [-0.118, 0.921, -0.381], [0.743, -0.020, -0.022], [-0.019, -1.249, 0.583], [-1.031, 1.502, -0.766], [1.506, 0.252, 0.727], [-0.715, -1.592, -0.158], [-1.792, 2.176, -1.292], [1.414, -0.252, -0.788]],
  "gap_ev": 8.0,
  "charge": 1
}

---

Referenced to the most stable arrangement, the calculated values in kJ/mol are *P* 301.2; *Q* 264.6; *R* 651.5; *S* 0.0.

---

*P*
{
  "formula": "C5H12O3",
  "method": "wB97M-V/def2-TZVPD",
  "species": ["O", "O", "O", "C", "C", "C", "C", "C", "H", "H", "H", "H", "H", "H", "H", "H", "H", "H", "H", "H"],
  "coordinates": [[-2.079, -0.714, 0.175], [-0.058, 0.688, 1.819], [-1.491, 0.389, -1.789], [1.203, -1.398, 0.881], [0.820, -0.920, -0.542], [-1.376, 0.362, -0.377], [0.127, 0.323, -0.098], [0.874, 1.593, -0.367], [0.713, -2.338, 1.123], [-1.797, 1.257, 0.083], [-1.784, -1.527, -0.256], [1.845, 1.553, 0.122], [0.794, -0.628, 1.699], [0.327, 2.452, 0.009], [-2.405, 0.599, -2.016], [2.283, -1.435, 1.002], [1.027, 1.690, -1.445], [1.693, -0.709, -1.155], [0.173, -1.618, -1.071], [-0.888, 0.380, 2.204]],
  "gap_ev": 9.6,
  "charge": 0
}

---

*Q*
{
  "formula": "C5H12O3",
  "method": "wB97M-V/def2-TZVPD",
  "species": ["O", "O", "O", "C", "C", "C", "C", "C", "H", "H", "H", "H", "H", "H", "H", "H", "H", "H", "H", "H"],
  "coordinates": [[-2.150, 0.297, -0.219], [0.689, 0.641, -2.415], [-3.064, -0.541, 1.651], [1.279, -1.953, -0.178], [0.647, -0.840, -0.518], [1.306, 0.347, -1.177], [-2.415, 0.398, 0.961], [1.260, 1.562, -0.241], [-0.251, 0.790, -2.250], [1.720, 2.421, -0.726], [2.357, -1.992, -0.114], [-3.027, -1.388, 1.174], [-2.548, 1.372, 1.455], [0.038, -0.543, 1.541], [-0.457, -0.781, -0.545], [1.777, 1.346, 0.693], [2.347, 0.115, -1.422], [0.223, 1.811, -0.012], [0.757, -2.803, 0.233], [-0.489, -0.260, 2.109]],
  "gap_ev": 10.4,
  "charge": 0
}

---

*R*
{
  "formula": "C5H12O3",
  "method": "wB97M-V/def2-TZVPD",
  "species": ["O", "O", "O", "C", "C", "C", "C", "C", "H", "H", "H", "H", "H", "H", "H", "H", "H", "H", "H", "H"],
  "coordinates": [[-1.638, -1.360, 0.514], [0.052, -0.023, -2.429], [2.065, -1.329, -2.469], [-0.493, -0.470, 0.516], [-0.616, 1.558, 1.941], [-0.346, 0.189, 1.800], [0.734, -1.343, 0.232], [-0.941, 2.414, 0.943], [-1.281, 3.411, 1.211], [-2.344, -1.014, 1.071], [2.725, -1.407, -3.164], [1.130, -2.043, 0.965], [-0.580, 0.184, -0.348], [1.020, -0.695, -2.452], [0.147, 0.624, -3.131], [0.525, -1.810, -0.728], [-1.077, 2.097, -0.082], [-0.429, 2.007, 2.920], [1.524, -0.634, -0.033], [-0.178, -0.355, 2.721]],
  "gap_ev": 3.2,
  "charge": 0
}

---

*S*
{
  "formula": "C5H12O3",
  "method": "wB97M-V/def2-TZVPD",
  "species": ["O", "O", "O", "C", "C", "C", "C", "C", "H", "H", "H", "H", "H", "H", "H", "H", "H", "H", "H", "H"],
  "coordinates": [[-1.351, -1.195, -0.505], [0.662, -2.178, -1.046], [0.769, 0.639, -2.162], [-0.235, -1.788, -0.101], [-0.513, 2.314, -1.029], [-0.103, 1.056, -1.171], [0.681, -0.580, 1.103], [-0.270, -0.085, 2.181], [-1.064, 2.607, -0.149], [0.793, -1.460, -1.688], [-0.872, 0.749, 1.817], [-0.973, -0.867, 2.473], [1.466, 0.143, 0.863], [-0.170, 3.124, -1.663], [-0.388, -2.593, 0.616], [1.289, -1.405, 1.474], [-1.081, -0.392, -1.158], [0.116, 0.329, -0.166], [0.270, 0.220, 3.078], [0.975, 1.364, -2.768]],
  "gap_ev": 9.4,
  "charge": 0
}

---

Referenced to the most stable arrangement, the calculated values in kJ/mol are *P* 71.1; *Q* 0.0; *R* 389.5; *S* 176.5.